{
  "formula": "C35H44N6OP2Rh",
  "method": "the ωB97M-V functional and the def2-TZVPD basis",
  "species": ["Rh", "C", "P", "C", "C", "C", "C", "C", "C", "C", "P", "C", "C", "H", "H", "H", "H", "H", "H", "H", "H", "H", "H", "H", "H", "H", "H", "H", "H", "C", "C", "C", "C", "C", "C", "C", "N", "C", "N", "C", "C", "C", "C", "C", "C", "C", "N", "C", "C", "C", "C", "C", "C", "C", "H", "H", "H", "H", "H", "H", "H", "H", "H", "H", "H", "H", "H", "H", "H", "H", "H", "H", "H", "H", "H", "H", "C", "N", "C", "C", "N", "H", "H", "H", "H", "H", "H", "O", "N"],
  "xyz": [[-0.2537, 0.7448, 0.7213], [3.0197, 0.2469, 1.1216], [1.6578, 1.1580, 1.8611], [1.6681, 0.6084, 3.5757], [1.9381, 2.9327, 1.8679], [3.1894, 3.5196, 2.0158], [3.2803, 4.9038, 2.0946], [2.1337, 5.6884, 2.0392], [0.8815, 5.1010, 1.9039], [0.7836, 3.7167, 1.8148], [-0.7676, 2.8100, 1.6616], [-1.5587, 2.7180, 3.2813], [-1.9219, 3.8103, 0.7016], [3.9049, 0.3527, 1.7534], [3.2476, 0.5880, 0.1167], [2.7340, -0.8066, 1.1020], [2.6338, 0.9170, 3.9848], [1.5893, -0.4768, 3.6218], [0.8791, 1.0638, 4.1665], [4.0885, 2.9171, 2.0607], [4.2496, 5.3726, 2.1981], [2.2147, 6.7654, 2.0993], [0.0010, 5.7297, 1.8620], [-1.7405, 3.7340, 3.6351], [-0.9444, 2.1884, 4.0038], [-2.5142, 2.2028, 3.1689], [-2.1504, 4.6911, 1.3055], [-2.8473, 3.2586, 0.5331], [-1.5096, 4.1205, -0.2526], [-1.7199, -0.8397, -4.6556], [-0.8183, -2.0412, -4.7620], [-0.3526, -2.4953, -5.9924], [0.4649, -3.6133, -6.0851], [0.8429, -4.3122, -4.9450], [0.3951, -3.8770, -3.7082], [-0.4238, -2.7565, -3.6333], [-0.8538, -2.3198, -2.3189], [-0.2302, -1.3382, -1.6519], [0.8791, -0.8682, -2.2696], [1.8235, 0.1394, -2.0133], [1.5095, 1.4195, -1.5572], [2.4171, 2.4704, -1.5506], [3.7072, 2.2220, -1.9810], [4.0503, 0.9521, -2.4265], [3.1275, -0.0897, -2.4776], [3.4995, -1.4250, -3.0597], [-0.6736, -0.9147, -0.4656], [-1.7753, -1.6936, 0.0639], [-1.5009, -2.9437, 0.6122], [-2.5266, -3.7223, 1.1253], [-3.8296, -3.2357, 1.0985], [-4.0901, -1.9858, 0.5552], [-3.0735, -1.1940, 0.0245], [-3.3854, 0.1477, -0.5869], [-1.8551, -0.3703, -5.6270], [-1.3056, -0.0869, -3.9776], [-2.7054, -1.1199, -4.2789], [-0.6461, -1.9704, -6.8924], [0.8023, -3.9480, -7.0569], [1.4684, -5.1903, -5.0235], [0.6551, -4.3983, -2.7949], [-1.7003, -2.6864, -1.9095], [1.0895, -1.4028, -3.1078], [2.1131, 3.4488, -1.2009], [4.4369, 3.0199, -1.9867], [5.0587, 0.7651, -2.7728], [4.5619, -1.4614, -3.2870], [2.9684, -1.6207, -3.9971], [3.2629, -2.2401, -2.3732], [-0.4788, -3.3068, 0.6133], [-2.3163, -4.7061, 1.5236], [-4.6432, -3.8340, 1.4861], [-5.1086, -1.6183, 0.5279], [-4.4144, 0.4366, -0.3830], [-3.2523, 0.1362, -1.6715], [-2.7343, 0.9417, -0.2012], [-1.3865, -2.9967, 4.3991], [-1.7270, -1.5699, 4.2700], [-2.5980, -0.9688, 5.2946], [-1.3193, -0.8784, 3.2604], [-0.9539, -0.2512, 2.3555], [-2.3058, -3.5795, 4.4297], [-0.8246, -3.1502, 5.3191], [-0.7920, -3.3097, 3.5455], [-3.5223, -1.5413, 5.3520], [-2.8307, 0.0584, 5.0263], [-2.0937, -0.9913, 6.2593], [-0.4800, 2.4577, -1.5113], [0.2277, 1.6714, -0.9678]],
  "total_charge": 3,
  "homo_lumo_gap_ha": 0.2275,
  "relative_energy_kcal_mol": 3.0,
  "lumo_energy_ev": -9.66
}



{
  "formula": "C4H6N2",
  "method": "the ωB97M-V functional and the def2-TZVPD basis",
  "species": ["C", "C", "C", "N", "N", "C", "H", "H", "H", "H", "H", "H"],
  "xyz": [[2.3540, 0.9081, 1.1249], [0.9627, 0.6481, 0.7810], [-0.2254, 0.6096, 0.5989], [-2.7422, -0.3328, -0.6247], [-2.0365, -1.1751, -1.2152], [-1.4056, -2.1063, -1.5757], [3.0535, 0.5711, 0.3550], [2.4583, 1.9909, 1.2455], [2.6068, 0.4307, 2.0763], [-1.2882, 0.6125, 0.4676], [-3.3104, 0.1930, -1.2864], [-0.4270, -2.3498, -1.9474]],
  "homo_lumo_gap_ha": 0.3700,
  "relative_energy_kcal_mol": 121.5,
  "lumo_energy_ev": 1.01
}



{
  "formula": "C25H29CrF2N2O3PS2",
  "method": "the ωB97M-V functional and the def2-TZVPD basis",
  "species": ["Cr", "S", "C", "C", "C", "C", "C", "C", "S", "H", "H", "H", "H", "C", "C", "O", "N", "C", "C", "C", "C", "C", "C", "N", "H", "H", "H", "H", "H", "H", "H", "H", "H", "H", "C", "P", "C", "C", "C", "C", "C", "C", "C", "H", "H", "H", "H", "H", "H", "H", "H", "H", "H", "H", "F", "C", "F", "H", "C", "C", "O", "O", "H", "H", "H"],
  "xyz": [[-0.0565, -0.0832, -0.4902], [-0.4612, -0.7199, 2.0575], [-1.9622, -0.2620, 2.8575], [-1.8988, 0.0790, 4.2138], [-3.0182, 0.4312, 4.9547], [-4.2569, 0.4520, 4.3203], [-4.3382, 0.1179, 2.9778], [-3.2240, -0.2509, 2.2026], [-3.4460, -0.6857, 0.5202], [-0.9231, 0.0571, 4.6890], [-2.9205, 0.6914, 6.0043], [-5.1555, 0.7257, 4.8662], [-5.2995, 0.1272, 2.4759], [1.9586, -3.8851, -1.5111], [0.8270, -3.0945, -0.9074], [1.0387, -2.0170, -0.3650], [-0.3933, -3.6723, -0.9788], [-1.6165, -3.0134, -0.5226], [-2.2397, -2.1961, -1.6167], [-3.3986, -2.5837, -2.2762], [-3.8823, -1.7872, -3.2988], [-3.1841, -0.6420, -3.6484], [-2.0324, -0.3352, -2.9421], [-1.5799, -1.0895, -1.9480], [2.8771, -3.6247, -0.9890], [2.0365, -3.5650, -2.5523], [1.7883, -4.9606, -1.4516], [-0.4850, -4.3657, -1.7038], [-1.3839, -2.3625, 0.3273], [-2.3123, -3.7748, -0.1706], [-3.9213, -3.4767, -1.9589], [-4.7999, -2.0521, -3.8117], [-3.5245, 0.0130, -4.4393], [-1.4413, 0.5440, -3.1683], [3.0896, -0.2859, 1.5544], [2.1691, 0.8645, 0.4588], [3.4573, 1.2141, -0.7981], [2.1909, 2.3730, 1.4911], [1.4682, 2.3444, 2.6876], [1.4078, 3.4672, 3.4963], [2.0513, 4.6405, 3.1198], [2.7470, 4.6855, 1.9209], [2.8134, 3.5582, 1.1107], [2.4432, -0.5599, 2.3885], [4.0180, 0.1634, 1.9161], [3.3031, -1.1907, 0.9829], [4.3914, 1.5791, -0.3610], [3.0644, 1.9236, -1.5262], [3.6348, 0.2766, -1.3271], [0.9177, 1.4439, 2.9487], [0.8301, 3.4313, 4.4123], [1.9917, 5.5219, 3.7486], [3.2308, 5.6033, 1.6052], [3.3418, 3.6149, 0.1675], [0.2056, 2.7127, -1.4498], [-0.7370, 1.8992, -0.7427], [-0.8882, 2.5760, 0.4767], [-1.6834, 2.0949, -1.2728], [2.1976, -0.0843, -4.5968], [1.4322, -0.7725, -3.4534], [1.2925, -2.0127, -3.5400], [1.0560, -0.0200, -2.5187], [1.8483, -0.4618, -5.5591], [3.2578, -0.3374, -4.5104], [2.0864, 0.9981, -4.5464]],
  "total_charge": -2,
  "spin_multiplicity": 5,
  "homo_lumo_gap_ha": [0.1758, 0.1830],
  "relative_energy_kcal_mol": 20.7,
  "lumo_energy_ev": [4.74, 4.74]
}



{
  "formula": "C2H3NO2",
  "method": "the ωB97M-V functional and the def2-TZVPD basis",
  "species": ["C", "C", "N", "O", "O", "H", "H", "H"],
  "xyz": [[-0.7184, 0.5209, 0.9564], [-0.0098, -0.0235, -0.1746], [-1.3858, 0.9695, 1.7617], [0.0770, 0.7110, -1.3274], [0.1668, -1.3007, -0.3144], [1.6413, 0.7087, 0.6416], [0.6096, 0.1545, -2.0310], [-0.3807, -1.7405, 0.4877]],
  "homo_lumo_gap_ha": [0.2986, 0.3113],
  "relative_energy_kcal_mol": 111.9,
  "lumo_energy_ev": [-0.32, -0.26]
}



{
  "formula": "C5H7F3N5",
  "method": "the ωB97M-V functional and the def2-TZVPD basis",
  "species": ["C", "C", "C", "C", "C", "N", "N", "N", "N", "N", "F", "F", "F", "H", "H", "H", "H", "H", "H", "H"],
  "xyz": [[3.0539, 0.6785, 0.5330], [-0.2557, 1.2586, -0.0653], [-2.6323, -0.2492, 1.0333], [-1.7447, -1.7256, -0.6675], [3.8352, -0.5157, 0.1813], [1.9935, 1.0661, 0.2535], [1.0141, 1.7555, -0.0594], [-0.5251, 0.0581, 0.1380], [-1.1745, 2.2255, -0.4621], [-1.6519, -0.5628, 0.2474], [4.6416, -0.9262, 1.1240], [3.0153, -1.5967, -0.0317], [4.6020, -0.3443, -0.9111], [-2.4827, 0.7290, 1.6612], [-3.6083, -0.7517, 1.1080], [-2.1998, -2.5540, -0.1964], [-0.8254, -2.2502, -0.8594], [-2.2811, -1.5415, -1.5649], [-0.9322, 3.1643, -0.3097], [-1.8420, 2.0823, -1.1523]],
  "total_charge": 1,
  "homo_lumo_gap_ha": 0.3231,
  "lumo_energy_ev": -4.85
}



{
  "formula": "C4H8N2S",
  "method": "the ωB97M-V functional and the def2-TZVPD basis",
  "species": ["C", "C", "C", "C", "N", "N", "S", "H", "H", "H", "H", "H", "H", "H", "H"],
  "xyz": [[-1.5592, 0.4373, -3.6658], [0.3303, 0.9628, 1.0678], [0.8232, -0.2841, 0.4767], [-0.0424, -1.5247, 0.5806], [0.3189, 0.8714, -0.4157], [-0.8406, 0.9325, -2.8501], [-2.4127, -0.0952, -4.8136], [-0.5584, 0.8985, 1.6427], [0.9310, 1.8460, 1.3735], [1.8298, -0.5550, 0.2604], [-0.8090, -1.3538, 1.4101], [0.6086, -2.3083, 0.6547], [-0.6371, -1.5978, -0.3360], [0.9564, 1.4355, -0.8997], [-0.3322, 0.7480, -1.9370]],
  "homo_lumo_gap_ha": 0.3543,
  "relative_energy_kcal_mol": 64.7,
  "lumo_energy_ev": 0.82
}



{
  "formula": "C36H43CdF6N5O7S2",
  "method": "the ωB97M-V functional and the def2-TZVPD basis",
  "species": ["Cd", "C", "C", "N", "C", "C", "N", "C", "C", "C", "N", "C", "C", "N", "C", "H", "H", "H", "H", "H", "H", "H", "H", "H", "H", "H", "H", "H", "H", "H", "H", "H", "H", "H", "H", "H", "H", "H", "H", "C", "O", "C", "C", "C", "C", "C", "C", "O", "C", "O", "C", "H", "H", "H", "H", "H", "H", "H", "H", "H", "C", "C", "C", "C", "C", "C", "C", "C", "C", "C", "C", "C", "C", "C", "C", "H", "H", "H", "H", "H", "H", "H", "H", "H", "H", "F", "C", "F", "F", "S", "O", "O", "N", "S", "O", "O", "C", "F", "F", "F"],
  "xyz": [[0.3558, -0.3324, -0.8436], [0.3643, 0.0299, -4.4532], [1.5222, -0.8668, -4.0253], [1.8087, -0.9023, -2.5764], [3.0890, -0.2599, -2.2307], [3.0191, 1.2594, -2.2983], [2.0898, 1.7788, -1.3189], [1.9445, 3.2261, -1.3252], [1.0432, 3.7489, -2.4466], [-0.4503, 3.6896, -2.1302], [-0.8414, 2.3960, -1.6246], [-2.2215, 2.0030, -1.8068], [-2.3265, 1.1191, -3.0405], [-1.5568, -0.1185, -2.9022], [-1.0146, -0.5765, -4.1783], [0.4754, 0.2136, -5.5270], [0.4352, 0.9960, -3.9423], [2.4337, -0.5458, -4.5443], [1.3192, -1.8885, -4.3552], [1.8692, -1.8719, -2.2737], [3.8794, -0.6111, -2.9084], [3.3339, -0.5607, -1.2119], [2.7075, 1.5719, -3.3019], [4.0427, 1.6522, -2.1576], [2.3461, 1.4450, -0.3882], [2.9312, 3.7158, -1.4049], [1.5277, 3.5243, -0.3580], [1.2410, 3.1757, -3.3574], [1.3115, 4.7887, -2.6627], [-1.0078, 3.8812, -3.0539], [-0.7104, 4.5074, -1.4351], [-0.5532, 2.2472, -0.6642], [-2.8944, 2.8678, -1.9141], [-2.5390, 1.4440, -0.9247], [-1.9167, 1.6726, -3.8925], [-3.3800, 0.9107, -3.2782], [-2.1227, -0.8488, -2.4877], [-1.7001, -0.3368, -5.0048], [-0.9421, -1.6616, -4.1565], [1.3837, 1.8352, 5.2407], [1.7159, 0.4637, 5.4008], [1.8849, -0.2551, 4.2601], [1.9185, -1.6595, 4.4372], [1.9875, -2.4526, 3.3295], [2.0508, -1.9288, 2.0170], [1.9860, -2.8098, 0.8791], [2.2185, -4.2989, 1.0795], [1.7509, -2.4339, -0.2777], [2.1363, -0.5040, 1.8454], [2.3401, 0.0433, 0.7136], [2.0100, 0.3034, 3.0168], [1.0971, 2.1928, 6.2274], [0.5490, 1.9567, 4.5470], [2.2425, 2.4102, 4.8797], [1.8110, -2.0651, 5.4339], [1.9520, -3.5270, 3.4640], [3.1503, -4.4815, 1.6172], [2.2514, -4.7717, 0.1004], [1.4059, -4.7427, 1.6557], [1.9668, 1.3707, 2.8546], [-0.8864, 0.3799, 0.6955], [-1.2430, 0.9429, 1.7233], [-1.6594, 1.5971, 2.9190], [-1.7057, 3.0303, 2.9190], [-1.6840, 3.8390, 4.0892], [-1.6665, 5.2216, 4.0322], [-1.6748, 5.9057, 2.8203], [-1.6884, 5.1403, 1.6540], [-1.7006, 3.7611, 1.6970], [-1.9581, 0.7502, 4.0551], [-2.7550, 1.1439, 5.1554], [-3.0188, 0.2899, 6.2147], [-2.5152, -1.0047, 6.2415], [-1.7522, -1.4273, 5.1541], [-1.4866, -0.5852, 4.0933], [-1.6332, 3.3667, 5.0606], [-1.6327, 5.7793, 4.9639], [-1.6658, 6.9883, 2.7843], [-1.6970, 5.6334, 0.6860], [-1.7277, 3.1992, 0.7728], [-3.2119, 2.1242, 5.1565], [-3.6439, 0.6434, 7.0297], [-2.7165, -1.6664, 7.0758], [-1.3447, -2.4329, 5.1360], [-0.8886, -0.9405, 3.2626], [-2.2021, -5.6617, -1.4545], [-0.9154, -5.3195, -1.3598], [-0.1727, -6.4082, -1.5485], [-0.6951, -4.8724, -0.1244], [-0.4872, -3.9787, -2.5879], [-0.7601, -2.7669, -1.8670], [0.8644, -4.2466, -2.9941], [-1.5606, -4.1098, -3.7401], [-1.5193, -5.2522, -4.8282], [-1.0456, -6.5231, -4.3572], [-2.7294, -5.1927, -5.5931], [-0.2235, -4.7171, -6.0619], [1.0000, -5.1027, -5.7154], [-0.5003, -5.2685, -7.2540], [-0.2179, -3.3876, -6.2219]],
  "total_charge": -2,
  "homo_lumo_gap_ha": 0.1706,
  "relative_energy_kcal_mol": 0.0,
  "lumo_energy_ev": 4.28
}



{
  "formula": "C18H19NO5S",
  "method": "the ωB97M-V functional and the def2-TZVPD basis",
  "species": ["C", "C", "H", "H", "O", "C", "O", "C", "C", "N", "C", "O", "C", "C", "H", "C", "O", "O", "C", "C", "H", "H", "H", "H", "H", "H", "S", "C", "C", "C", "C", "C", "C", "C", "H", "H", "H", "H", "H", "H", "H", "H", "H", "H"],
  "xyz": [[3.0193, 3.0937, 0.5538], [2.2869, 2.7425, 1.8401], [1.8298, 3.6268, 2.2889], [2.9737, 2.2727, 2.5518], [1.1991, 1.8523, 1.5912], [1.4867, 0.5481, 1.5343], [2.5909, 0.0966, 1.7014], [0.2705, -0.2532, 1.2514], [0.2718, -1.6275, 1.2891], [-0.8498, -2.3084, 1.0009], [-2.0953, -1.7693, 0.6307], [-2.9931, -2.5256, 0.3456], [-2.0837, -0.3175, 0.6184], [-0.9486, 0.3803, 0.9031], [-0.9780, 1.4590, 0.8586], [-3.3138, 0.4463, 0.2631], [-3.2804, 1.5652, -0.1911], [-4.4197, -0.2293, 0.5388], [-5.6637, 0.3809, 0.1972], [-6.0070, 0.1401, -1.2657], [-5.9872, -0.9258, -1.4782], [-5.2841, 0.6416, -1.9046], [-6.9979, 0.5309, -1.4789], [-6.3970, -0.0883, 0.8558], [-5.6029, 1.4549, 0.4045], [-0.8226, -3.3229, 1.0606], [1.6807, -2.6413, 1.6565], [2.1070, -3.0429, -0.1021], [2.4217, -1.7955, -0.8526], [1.4294, -1.1390, -1.5722], [1.7058, 0.0518, -2.2200], [2.9767, 0.5959, -2.1565], [3.9705, -0.0539, -1.4421], [3.6936, -1.2391, -0.7878], [4.4610, -1.7339, -0.2123], [4.9635, 0.3678, -1.3897], [3.1919, 1.5262, -2.6613], [0.9252, 0.5547, -2.7710], [0.4360, -1.5630, -1.6340], [2.9707, -3.6982, -0.0086], [1.2680, -3.5886, -0.5333], [3.4743, 2.2005, 0.1328], [3.7956, 3.8236, 0.7648], [2.3245, 3.5107, -0.1713]],
  "homo_lumo_gap_ha": 0.3140,
  "relative_energy_kcal_mol": 0.3,
  "lumo_energy_ev": -0.26
}



Calculated calculated total energy in order - -69560.10473 -7220.32029 -100337.07383 -7702.99105 -20889.70269 -18090.93586 -102353.12765 -41538.22326 eV